[1]
ORCA calculation (the ωB97M-V functional and the def2-TZVPD basis) on a structure of composition C47H38N6O6S2Y.

CARTESIAN COORDINATES (ANGSTROEM)
1 Y 1.6713 0.6095 -0.0578
2 O 5.4449 -0.0639 2.1456
3 C 4.5242 0.3305 1.4287
4 N 3.5804 -0.3637 0.7872
5 C 3.7306 -1.7296 0.4967
6 C 4.4703 -2.6402 1.2444
7 C 4.5442 -3.9729 0.8523
8 C 3.8869 -4.3975 -0.2882
9 C 3.1597 -3.4980 -1.0617
10 C 3.0733 -2.1573 -0.6886
11 N 2.3779 -1.1482 -1.3805
12 C 1.8949 -1.3251 -2.6118
13 O 1.9177 -2.3188 -3.3429
14 C 1.2327 -0.0738 -3.1768
15 C 0.6540 -0.1319 -4.4356
16 C 0.0316 0.9950 -4.9423
17 C -0.0018 2.1486 -4.1743
18 C 0.5910 2.1251 -2.9256
19 N 1.2062 1.0443 -2.4390
20 C 4.4818 1.8132 1.0855
21 C 5.3222 2.6892 1.7531
22 C 5.3778 4.0075 1.3361
23 C 4.6157 4.4010 0.2470
24 C 3.7918 3.4649 -0.3525
25 N 3.7039 2.2019 0.0650
26 H 4.9894 -2.2910 2.1234
27 H 5.1191 -4.6733 1.4465
28 H 3.9390 -5.4361 -0.5932
29 H 2.6616 -3.8222 -1.9603
30 H 0.7057 -1.0700 -4.9684
31 H -0.4342 0.9717 -5.9198
32 H -0.4921 3.0507 -4.5119
33 H 0.5414 2.9882 -2.2785
34 H 5.9152 2.3033 2.5692
35 H 6.0177 4.7182 1.8447
36 H 4.6282 5.4146 -0.1280
37 H 3.1655 3.7464 -1.1861
38 C -2.1100 -0.0499 3.4424
39 C -0.7255 -0.6314 3.5094
40 C -0.2544 -1.4636 2.4988
41 C 1.0621 -1.9100 2.4929
42 C 1.9270 -1.5335 3.5128
43 C 1.4568 -0.7342 4.5444
44 C 0.1418 -0.2922 4.5424
45 H -2.6121 -0.0909 4.4108
46 H -2.7246 -0.5749 2.7103
47 H -2.0534 0.9980 3.1341
48 H -0.9172 -1.7578 1.6952
49 H 1.4139 -2.5543 1.6945
50 H 2.9586 -1.8600 3.4942
51 H 2.1248 -0.4340 5.3425
52 H -0.2051 0.3646 5.3330
53 O 1.6246 5.7745 -0.9122
54 S 0.4946 5.0272 -0.4192
55 O -0.6170 4.8750 -1.3203
56 N 0.9896 3.5764 0.1613
57 C 0.8175 3.4836 1.4590
58 S 1.2070 2.1421 2.3922
59 C 0.2198 4.7026 2.0885
60 C -0.0898 4.9303 3.4186
61 C -0.6569 6.1510 3.7586
62 C -0.9126 7.1210 2.7919
63 C -0.6032 6.8921 1.4569
64 C -0.0375 5.6743 1.1417
65 H 0.1115 4.1645 4.1561
66 H -0.9080 6.3544 4.7920
67 H -1.3600 8.0623 3.0846
68 H -0.7946 7.6362 0.6952
69 C -4.9024 -6.0890 -0.6712
70 C -4.0404 -5.3178 -1.6353
71 C -3.7453 -5.8579 -2.8821
72 C -2.9403 -5.1796 -3.7836
73 C -2.4457 -3.9312 -3.4503
74 C -2.7404 -3.3710 -2.2130
75 N -2.2078 -2.0913 -1.9079
76 C -2.9957 -0.9975 -1.6507
77 C -4.3406 -0.9697 -2.0589
78 C -5.1221 0.1478 -1.8470
79 C -4.6023 1.2834 -1.2317
80 C -3.2830 1.2681 -0.8227
81 C -2.4746 0.1473 -1.0057
82 C -1.0775 0.2093 -0.4999
83 O -0.3238 -0.8124 -0.5635
84 O -0.6304 1.2827 -0.0181
85 C -3.5197 -4.0677 -1.2812
86 C -3.7823 -3.4856 0.0802
87 H -5.3041 -6.9834 -1.1465
88 H -5.7399 -5.4876 -0.3121
89 H -4.3329 -6.4034 0.2069
90 H -4.1472 -6.8305 -3.1432
91 H -2.7055 -5.6202 -4.7442
92 H -1.8216 -3.3694 -4.1333
93 H -1.2646 -2.0256 -1.5338
94 H -4.7560 -1.8376 -2.5556
95 H -6.1549 0.1353 -2.1762
96 H -5.2156 2.1615 -1.0806
97 H -2.8332 2.1290 -0.3452
98 H -4.7461 -2.9688 0.1121
99 H -3.0166 -2.7588 0.3456
100 H -3.7949 -4.2623 0.8447

Summary:
spin multiplicity = 1
F_max = 0.0137 hartree/bohr
charge = -1
energy above the lowest of the compared OMol25 structures with the same formula, charge and spin = 0.000 eV
E_HOMO = -4.74 eV
orbital gap = 6.83 eV
E_tot = -3428.9351 Eh

Atomic partial charges in e from the Mulliken method, atoms 1 to 2: number 1, Y, carries -0.458; number 2, O, carries -0.799


[2]
ORCA calculation (the ωB97M-V functional and the def2-TZVPD basis) on a structure of composition C34H53F5GaIN14P.

CARTESIAN COORDINATES (ANGSTROEM)
1 C 4.4177 3.1810 0.3618
2 C 4.0572 1.8534 1.2566
3 P 4.0340 0.3655 0.0271
4 C 5.6594 -0.6206 0.2017
5 C 6.1935 -0.9263 -1.3396
6 Ga 2.1417 -0.8724 0.6155
7 I 2.4428 -3.4656 0.4285
8 C 0.5828 -0.2617 -0.6038
9 F -0.6548 -1.0292 -0.2129
10 F 0.9529 -0.6730 -1.9998
11 C 0.1934 1.3314 -0.4782
12 F -0.8251 1.4489 0.5919
13 F -0.4912 1.7106 -1.7616
14 F 1.3509 2.2456 -0.3444
15 H 4.1392 2.9188 -0.7593
16 H 5.5515 3.4440 0.4813
17 H 3.7030 4.0419 0.7034
18 H 2.9466 1.9946 1.6482
19 H 4.7593 1.6644 2.1728
20 H 5.5935 -1.5849 0.8627
21 H 6.4499 0.1236 0.6982
22 H 7.1850 -0.3518 -1.6020
23 H 5.3207 -0.6015 -2.0791
24 H 6.4133 -2.0932 -1.3867
25 H 1.7611 -0.4231 2.1356
26 C 1.7529 6.7268 -0.7331
27 C 3.2489 6.5256 -0.9118
28 N 4.4899 6.3586 -1.0599
29 H 1.2092 5.8790 -1.1590
30 H 1.5117 6.8065 0.3304
31 H 1.4368 7.6431 -1.2395
32 C -0.4497 9.4800 1.6692
33 C -0.3792 7.9617 1.6502
34 N -0.3209 6.7022 1.6343
35 H -0.2894 9.8733 0.6616
36 H -1.4315 9.8032 2.0257
37 H 0.3203 9.8806 2.3344
38 C -3.2374 -3.5726 -0.4566
39 C -2.9341 -4.8117 0.3699
40 N -2.6824 -5.8396 1.0555
41 H -2.3309 -2.9726 -0.5754
42 H -3.6035 -3.8640 -1.4449
43 H -4.0008 -2.9693 0.0423
44 C -2.3229 0.5285 3.7783
45 C -0.8268 0.3273 3.5997
46 N 0.4142 0.1603 3.4515
47 H -2.8666 -0.3193 3.3525
48 H -2.5640 0.6082 4.8419
49 H -2.6389 1.4448 3.2719
50 C 6.6306 2.4229 5.6848
51 C 6.5405 1.8283 4.2887
52 N 6.4657 1.3350 3.1307
53 H 5.6792 2.2923 6.2078
54 H 7.4205 1.9235 6.2525
55 H 6.8584 3.4906 5.6212
56 C 10.3479 0.9514 0.2777
57 C 9.0620 1.3538 -0.4260
58 N 7.9954 1.6877 -1.0098
59 H 11.0999 0.6569 -0.4595
60 H 10.7320 1.7921 0.8619
61 H 10.1578 0.1089 0.9485
62 C -6.0842 -6.9605 0.4296
63 C -6.7051 -6.1106 -0.6671
64 N -7.2200 -5.4054 -1.5768
65 H -5.0641 -6.6222 0.6311
66 H -6.6748 -6.8763 1.3460
67 H -6.0568 -8.0085 0.1186
68 C -6.3034 -4.1260 -4.7642
69 C -6.9242 -3.2761 -5.8609
70 N -7.4392 -2.5709 -6.7706
71 H -5.2833 -3.7876 -4.5627
72 H -6.8940 -4.0418 -3.8478
73 H -6.2760 -5.1740 -5.0752
74 C -7.3328 -2.0376 0.3976
75 C -6.4915 -1.7942 1.6400
76 N -5.7938 -1.5922 2.6707
77 H -8.2071 -2.6430 0.6521
78 H -7.6689 -1.0837 -0.0179
79 H -6.7413 -2.5654 -0.3556
80 C -2.1317 -2.6578 -4.0693
81 C -2.0613 -4.1761 -4.0883
82 N -2.0029 -5.4356 -4.1042
83 H -1.9715 -2.2645 -5.0769
84 H -3.1135 -2.3346 -3.7128
85 H -1.3617 -2.2572 -3.4041
86 C -4.6326 -4.7161 -9.0753
87 C -5.1326 -5.6765 -8.0085
88 N -5.5474 -6.4732 -7.1235
89 H -4.4677 -3.7271 -8.6389
90 H -3.6912 -5.0817 -9.4945
91 H -5.3710 -4.6326 -9.8775
92 C -3.9466 -1.6661 7.0805
93 C -3.8333 -0.1904 6.7342
94 N -3.7391 1.0337 6.4467
95 H -4.1489 -2.2469 6.1763
96 H -3.0125 -2.0170 7.5275
97 H -4.7621 -1.8204 7.7926
98 C -0.0006 -7.3505 -2.0688
99 C 0.8406 -7.1071 -0.8264
100 N 1.5384 -6.9051 0.2043
101 H -0.8750 -7.9560 -1.8143
102 H -0.3368 -6.3966 -2.4842
103 H 0.5909 -7.8783 -2.8220
104 C 3.4416 11.3571 2.3880
105 C 2.1557 11.7595 1.6843
106 N 1.0891 12.0934 1.1005
107 H 4.1936 11.0626 1.6508
108 H 3.8257 12.1978 2.9722
109 H 3.2516 10.5146 3.0588

Summary:
spin multiplicity = 1
F_max = 0.2051 hartree/bohr
charge = -1
E_HOMO = -3.21 eV
orbital gap = 4.78 eV
E_tot = -5156.5194 Eh

Atomic partial charges in e from the Mulliken method, atoms 1 to 2: number 1, C, carries -0.974; number 2, C, carries 0.080